Record 1
3 unconnected molecules or ions with the total composition C5H13NO2. Source: the Open Molecules 2025 dataset; level of theory: the ωB97M-V functional and the def2-TZVPD basis.

Structure (XYZ):
```
21
Properties=species:S:1:pos:R:3:forces:R:3:lowdin_charge:R:1
C 0.903 1.164 2.312 0.705 3.078 3.526 -0.02
C 1.061 0.037 1.653 -0.578 -0.212 -0.172 -0.13
C 0.859 -0.072 0.200 0.714 1.295 0.239 -0.38
N 0.887 1.119 -0.538 -0.166 -1.340 -0.537 0.09
C 0.807 -1.261 -0.381 0.320 -1.175 0.812 -0.14
C 0.812 -1.619 -1.799 0.291 0.290 -1.712 -0.10
H 0.756 2.211 2.037 -0.394 -0.473 -1.850 0.04
H 1.060 1.502 3.422 -0.068 -2.394 -1.424 0.09
H 1.297 -0.891 2.166 -0.125 0.135 0.020 0.11
H 1.174 0.967 -1.482 0.071 0.556 -0.311 0.08
H 0.865 2.042 -0.176 0.298 0.195 0.382 0.07
H 0.957 -2.108 0.279 -0.199 0.037 0.177 0.11
H 1.844 -1.850 -2.141 -0.375 0.160 0.166 0.09
H 0.442 -0.820 -2.467 0.084 -0.195 0.250 0.07
H 0.232 -2.508 -2.055 -0.118 0.059 0.325 0.08
O -3.026 -0.980 -0.450 -0.303 0.947 2.549 -0.12
H -2.591 -0.182 -0.042 0.225 -0.420 -1.272 -0.01
H -3.533 -1.069 0.395 -0.227 -1.014 -1.197 0.05
O -1.917 1.390 -0.221 -1.697 0.278 0.569 -0.05
H -1.343 1.978 0.269 0.562 -0.348 -0.553 0.04
H -1.546 0.949 -0.983 0.980 0.540 0.013 0.04
```
Forces are in eV/Å.

ΔE to the lowest compared entry with this formula, charge and spin   3.110 eV
Gap between HOMO and LUMO   8.7 eV
Net charge   0
LUMO level   0.64 eV
Calculated total energy   -10978.769 eV

Record 2
A molecular structure, C53H38Cl3F9GeN8PRbS4. Source: the Open Molecules 2025 dataset; level of theory: the ωB97M-V functional and the def2-TZVPD basis.

Structure (XYZ):
```
118
Properties=species:S:1:pos:R:3:forces:R:3:lowdin_charge:R:1
Rb 0.630 -2.040 -0.637 0.001 0.434 -0.316 0.50
C 4.505 -0.708 5.839 0.798 0.784 -0.065 -0.39
S 4.206 -0.867 4.060 0.258 0.269 -0.040 0.82
C 2.719 -1.759 3.868 0.739 -0.530 -0.135 -1.09
S 2.417 -2.115 2.192 0.236 1.034 -0.061 0.49
N 2.097 -2.374 4.809 0.232 1.909 1.390 -0.05
N 1.072 -3.094 4.328 -1.132 -2.134 -0.743 -0.26
C -0.255 -2.916 4.504 1.594 0.075 -0.766 -0.09
C -1.092 -3.321 3.440 1.488 0.698 0.257 -0.32
C -2.461 -3.201 3.551 -1.532 -0.605 0.605 -0.05
C -3.225 -3.826 2.568 -0.670 0.349 -0.040 -0.09
C -2.647 -4.403 1.460 3.780 0.628 -0.666 -0.05
C -1.191 -4.222 1.308 -2.338 -1.729 -0.999 -0.18
N -0.452 -3.737 2.268 -0.308 0.238 1.236 -0.08
H 3.589 -0.993 6.352 0.156 0.103 0.222 0.02
H 4.793 0.376 5.999 -0.534 -1.253 0.076 0.04
H 5.374 -1.338 6.132 -0.804 0.293 -0.138 0.04
H -0.559 -2.327 5.341 -0.437 0.179 0.387 0.11
H -2.831 -2.811 4.540 0.020 -0.429 -1.407 0.13
H -4.305 -3.880 2.516 -0.151 0.248 0.828 0.10
H -3.179 -4.933 0.694 -0.249 0.105 -0.155 0.09
H -0.674 -4.625 0.374 -0.640 0.626 1.454 0.09
C 5.192 -3.430 -0.573 0.286 -0.754 -1.139 -0.08
C 5.325 -1.966 -0.929 -0.480 0.009 -0.330 -0.61
N 4.373 -1.314 -1.564 0.504 -0.587 0.908 0.10
C 4.672 0.019 -1.724 1.569 -0.128 0.339 -0.34
C 5.896 0.390 -1.235 1.222 0.229 0.163 -0.34
S 6.725 -0.995 -0.538 -1.340 0.439 -0.514 1.02
C 3.764 0.888 -2.453 -0.275 -1.395 0.685 -0.37
C 4.077 1.794 -3.356 0.476 1.508 -1.218 -0.37
S 2.705 2.543 -4.065 -0.207 -0.503 1.031 1.05
C 1.749 1.531 -2.971 -0.287 -0.031 -1.404 -0.62
N 2.430 0.693 -2.299 -0.614 -0.239 1.350 0.12
C 0.288 1.570 -2.976 -0.253 0.180 3.099 -0.07
H 5.508 -3.721 0.422 0.244 0.341 0.196 0.07
H 5.678 -4.143 -1.305 -0.054 1.056 0.629 0.10
H 4.154 -3.715 -0.645 -0.437 0.222 0.096 0.02
H 6.467 1.352 -1.276 -1.033 -0.956 0.028 0.08
H 5.048 2.086 -3.617 1.141 0.311 -0.443 0.06
H -0.007 2.354 -2.242 -0.130 -0.141 -0.779 0.08
H -0.175 0.656 -2.593 0.492 -0.050 0.048 0.06
H -0.112 1.717 -3.909 -0.980 0.771 -2.296 0.05
N -7.106 -1.136 -8.653 1.319 0.341 0.745 0.13
C -6.151 -1.025 -7.999 -0.613 -0.624 -0.589 -0.17
C -5.023 -1.020 -7.064 -1.791 0.913 -0.960 -0.24
C -5.062 -0.012 -6.110 1.028 -0.598 0.874 0.00
C -4.121 -0.050 -5.067 -0.779 -1.382 -3.194 0.02
C -3.188 -1.071 -5.113 0.625 -0.160 1.583 -0.18
C -3.209 -2.100 -6.030 0.712 1.146 -0.205 -0.01
C -4.081 -2.014 -7.077 0.165 -1.731 -0.486 -0.03
C -2.170 -1.154 -4.020 -1.215 0.627 -0.698 -0.06
C -0.840 -1.104 -4.357 0.642 -0.200 -0.681 -0.33
C -0.308 -0.785 -5.650 2.221 -0.416 0.624 -0.01
C 1.112 -0.935 -5.508 -3.105 -0.121 0.501 -0.06
C 1.292 -1.422 -4.184 0.826 -0.101 0.424 -0.20
N 0.159 -1.464 -3.486 1.289 -0.757 -0.021 -0.02
C -2.739 -1.213 -2.759 -0.107 -0.462 0.067 -0.30
C -4.036 -1.689 -2.422 -0.477 0.371 0.323 -0.03
C -4.096 -1.689 -1.055 -0.106 -0.254 0.656 -0.09
C -2.846 -1.243 -0.638 0.175 0.532 0.654 -0.24
N -2.037 -0.937 -1.635 1.024 -0.168 1.212 0.00
H -5.822 0.728 -6.208 -0.348 0.495 0.206 0.11
H -4.078 0.687 -4.359 0.109 1.620 1.763 0.09
H -2.396 -2.789 -5.936 0.033 -0.657 -0.281 0.13
H -4.039 -2.795 -7.838 -0.359 0.359 0.034 0.13
H -0.902 -0.577 -6.522 0.133 0.324 -0.145 0.09
H 1.881 -0.728 -6.194 0.650 0.070 -0.868 0.07
H 2.305 -1.765 -3.785 -1.629 0.629 -0.228 0.12
H -4.854 -1.904 -3.050 -0.523 -0.362 -0.876 0.09
H -4.830 -1.914 -0.292 -0.467 -0.239 -0.621 0.09
H -2.660 -1.045 0.408 0.642 0.079 0.138 0.09
Cl 1.946 -4.664 0.782 -0.045 -1.203 -1.857 0.14
Ge 1.643 -4.238 2.875 -0.600 -0.326 0.378 -0.31
Cl 0.626 -6.155 3.613 0.259 0.448 -0.236 0.10
Cl 3.688 -4.976 3.376 -0.074 0.190 0.465 0.10
F -4.762 4.676 -2.058 -0.164 -0.210 -1.068 0.15
C -4.408 4.950 -0.823 0.508 0.815 0.849 -0.57
F -5.558 4.982 -0.108 0.345 -0.249 0.249 0.13
F -3.951 6.242 -0.815 -0.039 -0.492 0.046 0.11
C -3.352 3.990 -0.289 -1.557 0.298 -1.088 -0.14
C -2.846 4.176 0.959 -0.027 1.302 1.731 -0.03
C -1.943 3.278 1.490 0.033 -0.544 -0.026 -0.06
C -1.519 2.185 0.713 -0.162 0.417 0.002 -0.32
C -2.115 1.980 -0.562 0.652 0.544 1.770 -0.07
C -3.046 2.875 -1.047 0.024 0.270 -0.913 0.01
P -0.160 1.060 1.335 -1.309 -0.745 0.750 1.11
C -0.513 1.166 3.185 0.051 -0.779 0.093 -0.33
C 0.250 1.971 4.032 -0.837 -0.020 0.230 -0.06
C 0.013 1.949 5.412 0.706 0.685 -1.474 -0.02
C -0.900 1.120 5.954 -2.088 -2.182 1.119 -0.14
C -1.684 0.249 5.172 -0.072 0.193 -1.916 0.00
C -1.489 0.300 3.760 0.100 0.298 0.681 -0.06
C -1.084 1.090 7.459 -0.324 1.636 0.669 -0.53
F -1.115 2.384 7.984 0.075 -0.980 -0.634 0.08
F -2.248 0.535 7.874 0.750 -0.097 -0.434 0.12
F -0.066 0.496 8.095 -0.236 -0.294 -0.115 0.15
C 1.333 2.051 1.166 1.279 0.484 0.062 -0.37
C 2.589 1.714 1.791 -1.704 1.794 -1.362 -0.05
C 3.699 2.515 1.579 0.199 0.678 -0.681 0.02
C 3.633 3.558 0.629 0.821 0.308 0.729 -0.11
C 2.458 3.812 -0.003 -0.794 0.109 -0.877 -0.03
C 1.308 3.106 0.272 -0.699 -0.447 -0.410 -0.08
C 4.850 4.421 0.243 -1.356 -0.837 -0.861 -0.54
F 5.856 4.281 1.084 0.716 -0.301 0.047 0.16
F 5.229 4.020 -1.034 0.207 0.645 1.220 0.09
F 4.603 5.752 0.176 -0.156 -0.642 -0.170 0.13
H -3.155 5.059 1.572 0.204 -0.869 -0.642 0.14
H -1.656 3.396 2.537 0.296 -0.012 -0.438 0.11
H -1.842 1.094 -1.063 0.203 -0.721 -0.871 0.04
H -3.485 2.812 -2.063 0.356 -0.375 0.878 0.13
H 0.930 2.705 3.621 0.179 -0.149 0.049 0.11
H 0.491 2.647 6.046 0.679 0.543 0.514 0.12
H -2.485 -0.437 5.538 0.977 0.830 0.041 0.13
H -2.136 -0.311 3.107 0.533 0.239 0.385 0.10
H 2.519 0.903 2.438 0.653 -1.296 1.210 0.03
H 4.656 2.436 2.071 -0.096 -0.674 0.303 0.12
H 2.359 4.500 -0.810 0.380 0.812 -0.350 0.12
H 0.392 3.313 -0.319 0.726 0.059 0.632 0.11
```
Forces are in eV/Å.

ΔE to the lowest compared entry with this formula, charge and spin   1.757 eV
Gap between HOMO and LUMO (alpha / beta)   5.6 / 6.7 eV
Net charge   -1
LUMO level (alpha / beta)   1.46 / 1.44 eV
2S+1   2
Calculated total energy   -239329.949 eV

Record 3
A molecular structure, C22H30O2RuSi. Source: the Open Molecules 2025 dataset; level of theory: the ωB97M-V functional and the def2-TZVPD basis.

Structure (XYZ):
```
56
Properties=species:S:1:pos:R:3:forces:R:3:lowdin_charge:R:1
C -1.897 0.218 1.151 -0.702 0.556 0.299 -0.17
C -1.003 0.779 2.095 -0.445 0.239 0.049 -0.20
C -1.249 2.179 2.177 0.015 -0.396 1.504 -0.26
H -0.286 0.222 2.654 0.473 -0.061 0.196 0.05
C -2.407 2.473 1.414 -1.535 -0.338 -0.580 -0.26
C -2.793 1.257 0.732 -1.059 -0.569 1.208 -0.22
H -3.663 1.084 0.093 0.574 0.266 0.253 0.11
H -1.917 -0.812 0.828 -0.053 0.072 0.059 0.09
H -0.682 2.862 2.791 -0.188 0.039 -0.014 0.10
H -2.829 3.443 1.216 -0.217 0.040 0.478 0.09
Ru -0.862 1.974 0.059 0.790 -0.654 -0.578 1.12
C 0.667 1.855 -1.132 2.565 1.458 -2.989 -0.36
H 1.023 2.938 -1.298 -0.132 -1.589 -0.133 0.01
H 0.499 1.430 -2.171 0.498 0.186 1.350 0.00
H 1.508 1.343 -0.635 0.015 -0.112 -0.207 -0.04
Si 1.737 -1.284 1.265 -0.482 0.692 -2.050 0.90
C 1.821 -2.396 -0.231 -0.421 -0.429 1.352 -0.25
C 1.457 -3.588 0.484 0.180 0.411 -0.481 -0.17
H 1.157 -3.548 1.555 0.246 -0.162 -0.970 0.08
C 1.490 -4.810 -0.150 -0.100 -0.110 0.067 -0.07
H 1.196 -5.660 0.448 0.043 -0.303 -0.301 0.11
C 1.891 -4.903 -1.481 -0.158 0.097 0.395 -0.05
H 1.895 -5.880 -1.951 0.151 0.157 -0.099 0.12
C 2.243 -3.752 -2.184 -0.062 0.390 0.037 -0.06
H 2.576 -3.848 -3.213 -0.147 0.092 0.103 0.11
C 2.182 -2.477 -1.601 -0.100 -0.251 0.743 -0.06
H 2.401 -1.594 -2.210 0.018 -0.283 0.429 0.11
C 2.754 0.084 1.876 0.864 -0.347 -0.981 -0.26
C 3.714 -0.784 2.514 1.006 -0.371 0.481 -0.12
H 4.072 -1.695 1.986 0.101 0.860 0.600 0.12
C 4.148 -0.412 3.784 -0.088 -0.743 -0.063 -0.02
H 4.786 -1.115 4.347 -0.426 0.633 -0.170 0.13
C 3.785 0.857 4.297 0.084 -1.213 0.355 0.01
H 4.111 1.103 5.308 0.067 0.175 -0.370 0.13
C 3.025 1.771 3.539 -0.750 0.515 -1.329 -0.03
H 2.831 2.768 3.946 0.097 -0.357 -0.299 0.13
C 2.599 1.422 2.257 0.514 1.725 1.210 -0.03
H 2.178 2.158 1.567 -0.177 -0.218 0.326 0.12
H -0.505 3.495 0.097 0.195 0.605 0.286 0.04
H 1.020 -1.649 2.417 -0.585 -0.854 0.859 0.01
C -2.784 -1.655 -1.776 -0.071 0.283 -0.109 -0.09
O -2.320 -0.310 -1.824 0.137 -0.049 -0.416 -0.24
C -2.521 0.294 -3.099 -0.390 -0.229 0.219 -0.19
C -1.973 1.714 -3.102 0.405 0.040 -0.079 -0.20
O -2.214 2.465 -1.915 -0.925 -0.053 -0.810 -0.30
C -3.575 2.914 -1.838 0.237 -0.069 -0.046 -0.07
H -2.403 -2.240 -2.629 -0.044 0.096 0.243 0.09
H -2.419 -2.092 -0.835 -0.170 0.091 -0.351 0.08
H -3.886 -1.674 -1.796 0.269 -0.120 0.031 0.10
H -1.974 -0.291 -3.870 -0.434 0.306 0.162 0.14
H -3.602 0.322 -3.339 0.309 -0.291 0.016 0.13
H -0.896 1.670 -3.221 -0.069 0.138 0.038 0.08
H -2.368 2.256 -3.972 -0.053 -0.101 0.082 0.14
H -3.781 3.598 -2.674 -0.038 -0.177 0.190 0.10
H -4.284 2.068 -1.853 0.228 0.305 -0.038 0.10
H -3.671 3.448 -0.893 -0.061 -0.017 -0.157 0.08
```
Forces are in eV/Å.

ΔE to the lowest compared entry with this formula, charge and spin   2.164 eV
Gap between HOMO and LUMO (alpha / beta)   4.6 / 3.7 eV
Net charge   +1
LUMO level (alpha / beta)   -3.98 / -7.00 eV
2S+1   6
Calculated total energy   -37837.770 eV

Record 4
A single C9H20N4O3 molecule. Source: the Open Molecules 2025 dataset; level of theory: the ωB97M-V functional and the def2-TZVPD basis.

Structure (XYZ):
```
36
Properties=species:S:1:pos:R:3:forces:R:3:lowdin_charge:R:1
C 3.351 1.060 1.481 -1.161 -0.509 -0.204 -0.08
C 2.907 1.200 -0.030 2.568 0.192 0.421 -0.24
N 1.534 1.636 -0.293 1.504 0.187 -0.770 0.00
N 0.515 0.653 -0.156 -2.245 0.070 -2.130 -0.15
C 0.664 -0.557 -1.032 1.158 -1.914 -1.249 -0.10
C 1.475 -1.782 -0.451 1.022 -0.473 0.387 -0.26
N 0.715 -3.052 -0.354 0.060 1.059 0.319 -0.01
C -0.700 1.398 -0.757 -1.652 0.867 -1.403 0.00
C -2.051 1.285 0.049 -1.626 1.369 1.609 -0.39
O -2.306 2.209 0.810 0.891 -1.085 -0.968 0.10
N -3.072 0.286 -0.075 2.345 -0.237 -1.281 -0.16
C -2.985 -0.561 -1.272 -0.191 -1.426 -0.153 -0.10
C -3.377 -0.438 1.172 -1.872 0.264 1.393 -0.07
C 0.144 0.386 1.282 -0.192 3.115 8.349 -0.64
O -0.301 -0.675 1.741 0.366 -0.809 -3.375 0.04
O 0.283 1.407 2.079 0.401 -2.149 -4.113 -0.02
H 4.472 1.056 1.550 -1.115 -0.186 -0.131 0.08
H 2.925 1.882 2.114 0.390 -0.723 -0.745 0.08
H 2.897 0.093 1.865 0.856 1.117 -0.112 0.07
H 3.572 2.026 -0.448 -1.145 -0.785 0.307 0.13
H 3.264 0.280 -0.605 -0.785 0.829 0.610 0.11
H 1.522 1.865 -1.301 -0.163 -0.012 0.674 0.13
H -0.319 -0.975 -1.408 0.922 0.857 0.972 0.11
H 1.202 -0.219 -1.975 -0.658 -0.042 1.172 0.14
H 2.384 -1.982 -1.105 -1.125 0.406 0.549 0.11
H 1.907 -1.603 0.582 -0.663 0.134 -1.257 0.12
H 0.062 -3.119 -1.138 0.140 -0.148 0.469 0.06
H 0.200 -3.013 0.536 -0.040 -0.074 -0.720 0.07
H -0.494 2.507 -0.836 -0.004 -1.440 0.744 0.16
H -0.877 1.072 -1.829 0.587 0.036 1.329 0.12
H -3.985 -1.016 -1.559 0.994 0.758 0.579 0.10
H -2.325 -1.456 -1.019 -0.529 0.861 -0.704 0.08
H -2.634 -0.015 -2.196 -0.267 -0.491 1.189 0.09
H -2.820 -0.026 2.066 -0.329 -0.568 -1.334 0.10
H -3.276 -1.563 1.102 0.361 1.305 -0.174 0.10
H -4.475 -0.247 1.410 1.197 -0.357 -0.247 0.09
```
Forces are in eV/Å.

ΔE to the lowest compared entry with this formula, charge and spin   1.581 eV
Gap between HOMO and LUMO   8.8 eV
Net charge   0
LUMO level   0.11 eV
Calculated total energy   -21756.017 eV

Record 5
A single C4H3N3 molecule. Source: the Open Molecules 2025 dataset; level of theory: the ωB97M-V functional and the def2-TZVPD basis.

Structure (XYZ):
```
10
Properties=species:S:1:pos:R:3:forces:R:3:lowdin_charge:R:1
C -2.976 -0.006 0.013 0.139 0.690 -0.454 -0.30
C 0.866 0.093 -0.020 -1.349 0.963 -0.280 -0.04
C 2.136 -0.730 -0.126 -5.825 1.885 0.612 -0.10
C -1.894 0.837 0.217 3.089 -1.188 -0.590 -0.16
N -3.881 -0.686 -0.187 -0.749 -0.619 -0.032 0.13
N -0.649 0.141 0.079 4.502 -1.290 0.666 0.06
N 3.240 -1.060 0.205 0.037 -0.305 0.567 0.15
H 1.241 1.092 -0.268 -0.249 -0.130 -0.520 0.07
H -1.982 1.886 0.452 0.225 -0.097 0.425 0.09
H 3.899 -1.567 -0.366 0.178 0.091 -0.393 0.09
```
Forces are in eV/Å.

ΔE to the lowest compared entry with this formula, charge and spin   3.038 eV
Gap between HOMO and LUMO (alpha / beta)   7.2 / 6.9 eV
Net charge   0
LUMO level (alpha / beta)   0.05 / -2.35 eV
2S+1   3
Calculated total energy   -8658.838 eV